# 1
{"formula": "C18H15MnN5OS5", "method": "ωB97M-V with the def2-TZVPD basis set", "homo_lumo_gap_ev": [4.79, 4.87], "e_homo_ev": [-5.98, -6.07], "multiplicity": 6, "lumo_ev": [-1.2, -1.2], "species": ["Mn", "S", "S", "S", "S", "S", "O", "N", "N", "N", "N", "N", "C", "C", "C", "C", "C", "C", "C", "C", "C", "C", "C", "C", "C", "C", "C", "C", "C", "C", "H", "H", "H", "H", "H", "H", "H", "H", "H", "H", "H", "H", "H", "H", "H"], "positions_angstrom": [[-0.3845, -0.6561, 0.4667], [-0.3112, 0.1090, 2.7780], [-2.2194, -0.8801, 4.8493], [-1.1991, -2.8291, 1.0807], [-4.2052, -2.7129, 6.0948], [-2.9547, -3.2830, 3.4514], [-0.4056, -1.4462, -1.8609], [0.4425, 1.0788, -0.5139], [1.7889, 1.2592, -0.6635], [-2.1153, 0.6191, -0.0880], [1.8418, -0.8613, 0.3355], [3.8837, -1.8258, 0.9285], [-2.7081, 2.8096, -0.8229], [-4.0437, 2.5279, -0.5723], [6.0153, 1.2463, -0.8953], [4.6399, 1.2721, -0.8829], [-3.1537, -2.3318, 4.8827], [2.4659, 0.2306, -0.2145], [-4.3932, 1.2897, -0.0762], [-0.3271, 2.0463, -0.7595], [4.6162, -0.8106, 0.3282], [-1.7718, 1.8259, -0.5619], [-1.4324, -1.1232, 3.3028], [-1.7856, -2.2710, 2.6442], [6.7010, 0.1910, -0.2898], [-0.1317, -2.7928, -2.2366], [-3.3894, 0.3523, 0.1541], [2.5340, -1.8074, 0.8911], [3.9186, 0.2402, -0.2713], [6.0115, -0.8371, 0.3225], [6.5683, 2.0448, -1.3686], [-5.4202, 1.0416, 0.1425], [7.7816, 0.1769, -0.2976], [4.0923, 2.0856, -1.3356], [6.5358, -1.6557, 0.7951], [4.3597, -2.5743, 1.4088], [-3.5900, -0.6361, 0.5520], [0.1066, -0.8483, -2.4236], [0.0486, 3.0172, -1.0790], [0.9216, -3.0402, -2.0792], [-0.7482, -3.4224, -1.6005], [-0.3971, -2.9657, -3.2816], [-4.7995, 3.2770, -0.7578], [1.9902, -2.6239, 1.3571], [-2.4036, 3.7730, -1.2047]], "forces_ev_per_angstrom": [[-0.290, -0.640, 0.354], [0.073, 0.062, 0.173], [0.024, -0.226, -0.080], [-0.063, -0.155, 0.104], [0.093, -0.059, 0.030], [0.038, 0.070, 0.255], [0.159, 0.375, -0.161], [0.441, -0.294, -0.072], [0.750, -0.390, 0.092], [-0.123, 0.185, -0.163], [0.199, -0.576, 0.152], [-0.619, -0.123, 0.089], [-0.012, -0.049, 0.029], [0.003, 0.099, -0.037], [0.032, -0.029, 0.017], [-0.020, -0.060, 0.037], [-0.284, 0.104, -0.103], [-0.328, 0.759, -0.293], [0.037, -0.231, 0.097], [-0.541, 0.668, -0.184], [0.179, 0.191, -0.119], [0.036, 0.072, -0.016], [-0.265, -0.700, -0.403], [0.328, 0.729, 0.290], [-0.106, -0.125, 0.077], [-0.011, -0.098, -0.019], [0.001, 0.098, -0.014], [0.242, 0.304, -0.116], [0.296, 0.100, -0.046], [-0.054, 0.152, -0.088], [0.011, 0.021, -0.012], [-0.055, -0.018, 0.009], [0.035, -0.012, 0.007], [-0.045, -0.001, -0.002], [0.050, -0.048, 0.025], [-0.064, 0.044, -0.038], [-0.075, 0.004, -0.007], [-0.139, -0.155, 0.136], [-0.013, -0.024, -0.006], [-0.021, -0.030, 0.001], [0.018, -0.024, -0.006], [0.012, -0.019, 0.025], [-0.049, 0.037, -0.013], [0.059, -0.035, 0.012], [0.055, 0.045, -0.011]], "lowdin_spin": [4.59, 0.06, 0.00, 0.06, 0.00, 0.00, 0.04, 0.03, 0.00, 0.04, 0.04, 0.00, 0.00, 0.00, 0.00, 0.00, 0.00, 0.00, 0.00, 0.03, 0.00, 0.01, 0.02, 0.02, 0.00, 0.00, 0.01, 0.01, 0.00, 0.00, 0.00, 0.00, 0.00, 0.00, 0.00, 0.00, 0.00, 0.00, 0.00, 0.00, 0.00, 0.00, 0.00, 0.00, 0.00]}

=====

# 2
{"formula": "C32H47N2O9P4Ru", "method": "ωB97M-V with the def2-TZVPD basis set", "homo_lumo_gap_ev": [7.64, 6.03], "e_homo_ev": [-7.26, -7.29], "e_above_lowest_kcal_mol": 0.0, "multiplicity": 6, "lumo_ev": [0.4, -1.3], "species": ["Ru", "P", "P", "P", "P", "O", "O", "O", "O", "O", "O", "O", "O", "O", "N", "N", "C", "C", "C", "C", "C", "C", "C", "C", "C", "C", "C", "C", "C", "C", "C", "C", "C", "C", "C", "C", "C", "C", "C", "C", "C", "C", "C", "C", "C", "C", "C", "C", "H", "H", "H", "H", "H", "H", "H", "H", "H", "H", "H", "H", "H", "H", "H", "H", "H", "H", "H", "H", "H", "H", "H", "H", "H", "H", "H", "H", "H", "H", "H", "H", "H", "H", "H", "H", "H", "H", "H", "H", "H", "H", "H", "H", "H", "H", "H"], "positions_angstrom": [[0.5330, 0.0877, 0.2070], [-1.0390, 1.8151, -1.2381], [2.7088, -2.4581, -1.3157], [4.1155, -0.6615, 0.6039], [-0.7575, -0.7402, 2.3493], [1.4130, -1.7489, -1.1192], [5.2801, -2.6057, -0.8457], [4.9211, -0.8991, 1.9851], [3.3717, -1.9575, -2.6663], [4.9263, 0.0860, -0.3859], [2.7047, -0.2632, 0.9572], [2.4926, -4.0362, -1.4547], [0.7498, 2.0876, 1.1443], [2.1013, 3.8834, 1.3148], [-1.3197, -0.8135, -0.5724], [1.9650, 1.3747, -1.1527], [-4.2929, -2.8510, 0.3520], [0.1299, -2.1483, 3.1703], [-1.4239, 0.2810, 3.7571], [0.2842, 3.6308, -3.0531], [-3.8878, 1.8111, -0.8972], [-1.5429, -0.4329, 5.1015], [-1.4669, -1.8022, -2.8409], [-1.5405, -1.6105, -4.2124], [-1.5501, -0.3269, -4.7466], [3.6317, 1.6254, -2.8271], [-1.4026, -0.7107, -1.9768], [-1.3752, 0.5807, -2.5150], [-3.3800, -2.1545, -0.4160], [3.5625, 3.1216, -0.9607], [-1.4555, 0.7632, -3.8957], [-0.8480, 3.4855, -2.0227], [-3.0652, -2.3281, 2.3188], [2.5392, 0.9727, -2.2946], [3.9370, -3.4382, 1.0165], [-4.1360, -2.9680, 1.7316], [-2.7407, 0.9605, 3.3737], [2.4680, 2.4217, -0.4907], [4.0798, -2.3859, -0.0763], [-2.5491, 1.9586, -0.1733], [4.1549, 2.7118, -2.1444], [1.7381, 2.8526, 0.7712], [0.3149, -3.2938, 2.1747], [-2.1584, 4.0302, -2.6095], [-2.1406, -1.5986, 1.5700], [-2.4704, 3.2182, 0.6999], [1.4649, -1.6721, 3.7617], [-2.2464, -1.5391, 0.1631], [4.3106, -2.2191, -2.6930], [-0.5900, -0.8177, 5.4642], [-4.1590, 2.7163, -1.4427], [-1.9102, 0.2861, 5.8390], [-1.5167, 3.2824, 1.2300], [3.1719, -3.1419, 1.7273], [0.8617, -2.9680, 1.2906], [3.6924, -4.4191, 0.6097], [-4.8408, -3.5314, 2.3298], [-2.4444, 1.0935, 0.4739], [-3.5472, 0.2345, 3.2531], [-5.1473, -3.3096, -0.1331], [-0.5708, 4.0985, -1.1604], [-3.5373, -2.0670, -1.4824], [4.7514, -0.1759, 2.6128], [-1.9303, 4.9242, -3.1981], [-1.4560, 1.7593, -4.3185], [-0.6419, -3.6934, 1.8402], [0.8780, -4.1061, 2.6428], [3.9188, 3.9653, -0.3851], [5.7024, -1.7284, -0.9176], [-2.9402, -2.4010, 3.3950], [4.8863, -3.4912, 1.5467], [-2.6518, 1.5215, 2.4431], [0.4570, 4.6962, -3.2262], [-3.2765, 3.2016, 1.4391], [-3.8823, 0.9746, -1.6003], [1.9740, -2.5003, 4.2641], [1.2226, 3.1997, -2.7302], [1.6674, -4.2418, -1.9259], [1.3282, -0.8728, 4.4976], [-4.6739, 1.6192, -0.1594], [-2.5965, 4.1303, 0.1110], [-2.8735, 4.3182, -1.8403], [-3.0263, 1.6632, 4.1612], [-2.6489, 3.3118, -3.2710], [-0.5184, -2.4986, 3.9736], [2.1209, -1.2910, 2.9803], [-1.5825, -2.4691, -4.8721], [4.0750, 1.2678, -3.7483], [0.0217, 3.1815, -4.0121], [-0.6710, 1.0672, 3.8534], [-1.4407, -2.8003, -2.4198], [-2.2572, -1.2589, 5.0718], [2.0928, 0.1198, -2.7888], [-1.6264, -0.1765, -5.8166], [5.0258, 3.2306, -2.5285]], "forces_ev_per_angstrom": [[0.057, 0.746, -0.612], [-0.080, -0.068, -0.057], [-0.007, -0.026, 0.125], [0.043, -0.231, -0.015], [0.160, -0.520, 0.261], [0.245, -0.052, 0.174], [-0.221, -0.019, 0.112], [-0.173, 0.325, 0.198], [0.161, -0.172, -0.090], [0.049, 0.149, -0.060], [-0.171, -0.024, 0.215], [-0.355, 0.052, -0.228], [0.542, 0.064, -0.060], [-0.210, -0.236, -0.018], [0.099, -0.371, 0.162], [0.536, -0.237, -0.143], [0.038, 0.042, -0.062], [0.211, 0.128, -0.078], [0.054, 0.142, -0.149], [-0.177, -0.013, 0.019], [-0.107, 0.019, 0.069], [-0.094, 0.022, 0.064], [0.047, -0.126, -0.061], [0.015, -0.035, 0.064], [0.001, -0.026, 0.041], [0.096, 0.054, -0.060], [-0.258, -0.234, 0.356], [-0.023, 0.238, -0.197], [0.023, -0.015, 0.007], [0.054, 0.092, -0.047], [-0.005, 0.056, 0.043], [0.054, -0.049, -0.106], [0.060, 0.040, 0.111], [-0.364, 0.255, 0.273], [0.161, -0.087, -0.168], [-0.075, -0.048, -0.076], [0.025, -0.009, -0.013], [-0.287, -0.226, -0.246], [-0.082, 0.080, -0.101], [-0.026, 0.289, -0.173], [0.066, 0.050, 0.002], [-0.231, -0.092, 0.318], [0.045, -0.038, 0.116], [0.041, 0.134, -0.100], [-0.057, 0.101, 0.028], [-0.062, 0.052, -0.101], [-0.143, -0.056, 0.073], [0.033, 0.346, -0.362], [-0.128, 0.047, 0.082], [-0.059, 0.015, -0.020], [-0.009, -0.106, 0.031], [0.017, -0.048, -0.002], [-0.034, -0.035, -0.016], [-0.144, 0.008, 0.067], [0.086, 0.057, -0.112], [0.051, 0.048, 0.021], [0.020, 0.028, -0.037], [0.018, -0.135, 0.123], [0.028, -0.003, 0.021], [0.035, 0.014, -0.004], [-0.003, 0.069, 0.045], [-0.027, -0.045, 0.030], [0.069, -0.302, -0.210], [-0.056, -0.030, 0.024], [0.011, -0.047, 0.048], [0.022, -0.006, 0.023], [0.017, 0.046, -0.021], [-0.006, -0.040, -0.034], [-0.090, 0.067, 0.052], [0.017, 0.048, -0.074], [-0.019, 0.012, 0.013], [0.032, -0.122, 0.191], [-0.038, -0.042, -0.013], [0.038, 0.040, -0.073], [0.014, 0.037, 0.062], [-0.054, 0.019, -0.015], [0.117, -0.077, 0.104], [0.246, 0.024, 0.149], [0.012, -0.070, -0.095], [0.035, 0.020, -0.048], [0.016, -0.094, 0.100], [0.064, -0.032, -0.106], [0.009, -0.027, -0.043], [0.061, 0.056, 0.036], [-0.061, -0.049, 0.075], [-0.001, 0.022, -0.073], [-0.019, 0.013, 0.027], [-0.033, 0.036, 0.052], [0.015, 0.012, 0.056], [0.066, 0.044, 0.025], [-0.034, 0.007, -0.038], [0.021, 0.057, -0.002], [-0.004, 0.032, 0.058], [0.027, -0.013, 0.046], [-0.057, -0.021, 0.026]], "lowdin_spin": [3.80, 0.19, 0.01, 0.01, 0.10, 0.06, 0.00, 0.00, 0.00, 0.00, 0.07, 0.00, 0.16, 0.01, 0.16, 0.09, 0.00, 0.02, 0.02, 0.00, 0.01, 0.01, 0.01, 0.01, 0.01, 0.00, 0.02, 0.02, 0.01, 0.00, 0.01, 0.04, 0.00, 0.01, 0.00, 0.01, 0.00, 0.00, 0.00, 0.02, 0.00, 0.01, 0.00, 0.01, 0.02, 0.00, 0.00, 0.01, 0.00, 0.00, 0.00, 0.00, 0.00, 0.00, 0.00, 0.00, 0.00, 0.00, 0.00, 0.00, 0.00, 0.00, 0.00, 0.00, 0.00, 0.00, 0.00, 0.00, 0.00, 0.00, 0.00, 0.00, 0.00, 0.00, 0.00, 0.00, 0.00, 0.00, 0.00, 0.00, 0.00, 0.00, 0.00, 0.00, 0.00, 0.00, 0.00, 0.00, 0.00, 0.00, 0.00, 0.00, 0.00, 0.00, 0.00]}

=====

Question: multiplicity of number 1 (C18H15MnN5OS5)?
Answer: 6